1.
The following is a DFT calculation (ωB97M-V/def2-TZVPD) of an isolated ion of composition C19H37IO4PSSi and charge -1.

```
64
Properties=species:S:1:pos:R:3:forces:R:3
I -1.953925 -3.666369 -4.943888 -2.419 0.272 -2.546
S -0.131867 -3.881122 -2.941750 2.214 0.028 2.590
P -0.214153 -2.057891 -2.321419 0.683 -2.270 -0.727
Si 1.965450 0.297071 -0.088273 -0.128 0.705 -0.172
O -0.509811 -3.041196 0.182494 -0.100 -0.355 0.282
O 0.763638 1.536136 3.419898 0.217 0.486 0.469
O -2.781156 4.702115 -0.323883 -0.212 0.066 0.382
O -0.773624 -3.599527 2.345385 -0.153 -0.437 0.467
C -0.334552 -2.874743 1.511513 0.137 1.279 -0.785
C -3.385838 3.496460 0.155741 0.634 0.195 -0.571
C -0.213832 -1.762564 -0.445776 -0.952 0.507 0.065
C -0.091107 -0.481763 2.553983 -0.147 -0.830 0.403
C 3.608667 0.478389 0.847964 -0.981 -0.011 0.210
C -1.434312 4.485708 -0.666990 0.336 0.118 -0.322
C 1.000333 1.874321 0.312681 0.156 0.309 -0.355
C -4.043077 1.216947 -0.903414 0.040 0.221 -0.767
C 2.784940 -3.320189 0.949721 0.567 -0.010 0.142
C -2.950854 0.539731 -1.766499 0.338 0.211 0.688
C -1.633436 0.391045 -0.947949 -0.877 -0.403 0.513
C 1.085781 -1.372066 0.319236 0.359 0.840 -0.820
C 3.742572 -2.680800 1.972391 -0.002 -0.388 -0.309
C 0.551938 -1.610619 1.733314 0.181 -1.008 0.940
C 2.209534 -2.389929 -0.131620 0.104 -0.512 0.746
C 0.913013 0.350187 3.319892 -0.467 0.297 -0.901
C 2.444812 0.434251 -1.921566 0.338 -0.141 0.524
C -1.547496 -0.995394 -0.242747 0.015 0.629 -1.074
C -4.054194 2.760849 -1.016473 -0.469 -0.437 0.723
H 0.038678 1.760297 0.802603 0.132 0.020 0.211
H 1.631012 2.557076 0.890078 -0.146 -0.145 0.206
H 3.333871 -1.786001 2.439569 0.102 -0.030 0.067
H -1.453628 -1.545567 -2.830473 0.298 0.362 0.360
H 2.035682 -3.892753 1.501517 -0.231 0.118 -0.261
H 3.386713 0.466890 1.920139 0.316 -0.222 0.005
H 3.382638 -4.067410 0.415689 -0.183 -0.061 0.015
H 3.980659 1.486650 0.649037 0.130 -0.150 -0.237
H 1.252234 -2.011546 2.477259 0.474 0.036 -0.539
H 1.749235 1.038941 -2.503371 -0.152 -0.350 -0.118
H -1.126574 5.217543 -1.418188 -0.175 0.043 0.068
H 3.075706 -1.864255 -0.551622 -0.109 0.033 -0.033
H -5.097098 3.091937 -1.024911 0.072 0.055 -0.176
H 0.814700 -1.358201 -2.967388 -0.239 0.672 0.478
H 1.851281 -3.046205 -0.931333 -0.240 0.230 -0.008
H 0.802050 2.407438 -0.624531 -0.022 -0.156 -0.006
H -3.626343 3.073273 -1.969796 0.183 0.039 0.124
H -2.725063 1.130834 -2.656890 -0.318 -0.028 -0.058
H -1.909485 -0.948640 0.784802 0.270 -0.062 0.050
H -0.806092 0.150330 2.036758 0.269 0.225 -0.060
H -1.280559 3.491035 -1.103715 -0.033 0.029 0.024
H -1.726051 1.130024 -0.150319 0.543 0.221 -0.206
H -2.287961 -1.603809 -0.774063 0.128 -0.297 0.299
H -3.908157 0.906111 0.138428 -0.166 0.002 -0.009
H -5.019401 0.855361 -1.235414 0.058 -0.080 0.127
H 3.413425 0.945185 -1.978362 -0.072 0.013 0.124
H -3.331005 -0.432608 -2.083256 0.250 -0.005 -0.178
H 4.319280 -0.294299 0.568533 0.207 0.154 0.181
H -2.588038 2.909889 0.626280 -0.203 -0.210 0.025
H 1.805221 -0.133164 3.764488 -0.143 -0.296 0.010
H 3.975068 -3.424135 2.739371 -0.049 0.159 0.113
H -0.759913 4.596164 0.192084 -0.147 -0.134 0.067
H 2.607114 -0.562038 -2.332568 -0.136 0.170 -0.350
H -0.665320 -0.993502 3.345617 0.003 -0.018 -0.088
H 4.694815 -2.432078 1.495862 -0.099 0.201 0.027
H -0.748990 0.608634 -1.551044 0.007 -0.024 0.062
H -4.107149 3.743557 0.937165 0.012 0.127 -0.108
```
Forces are in eV/Å.

Computed properties:
Frontier orbital gap   4.331 eV
Total energy   -64595.673 eV
Total charge   -1


2.
The following is a DFT calculation (ωB97M-V/def2-TZVPD) of one molecule with the formula C6H9ClO3S.

```
20
Properties=species:S:1:pos:R:3:forces:R:3
Cl -2.559271 0.979468 2.427858 -0.745 0.351 -0.129
S -1.621198 1.130094 0.591960 1.035 -1.934 0.412
O 0.636504 -0.378229 0.646037 1.043 -1.672 -1.839
O -1.480663 2.491402 0.240636 -0.277 1.275 0.025
O -2.288660 0.235310 -0.303257 -0.043 0.124 0.710
C -0.387117 0.512037 -2.325673 1.544 -0.615 2.495
C -0.167012 -0.663079 -1.784724 0.849 -0.221 1.823
C 0.606299 -0.986823 -0.557001 0.840 -0.276 -0.071
C 0.385099 1.193323 2.501577 3.116 1.477 -3.879
C 1.573833 -2.152430 -0.769093 -0.024 1.927 -1.437
C -0.076734 0.512850 1.240702 -1.841 1.533 -0.248
H 0.141549 2.274797 2.316137 0.276 -0.855 0.793
H 1.980683 -2.062248 -1.788684 0.175 0.473 0.224
H -1.005469 0.627854 -3.099527 -2.060 0.415 -3.137
H -0.102692 0.786869 3.293816 -0.945 -0.838 2.721
H 1.541505 1.095581 2.499785 -1.965 0.121 0.425
H -0.063393 1.360121 -1.807279 0.514 1.422 0.421
H -0.535496 -1.543616 -2.234445 -0.362 -0.943 -0.690
H 2.410638 -2.409223 -0.165754 0.336 0.432 1.173
H 1.011596 -3.004059 -0.923070 -1.467 -2.194 0.207
```
Forces are in eV/Å.

Computed properties:
Frontier orbital gap (spin up / spin down)   7.405 / 8.018 eV
Total energy   -35862.565 eV
Total charge   0
ΔE to the lowest compared entry with this formula, charge and spin   320.94 kJ/mol


3.
The following is a DFT calculation (ωB97M-V/def2-TZVPD) of one molecule with the formula C4H3NO3S.

```
12
Properties=species:S:1:pos:R:3:forces:R:3
S -1.362828 -2.941472 -0.287135 0.616 1.232 0.148
O -1.108981 -0.253894 -0.391569 0.387 -0.858 -1.875
O 1.185462 0.720920 1.893358 1.308 1.152 0.549
O 1.665942 1.338917 -1.730035 2.767 -0.232 -0.566
N 0.480865 0.126899 1.140946 -1.589 -1.162 -0.778
C -0.752337 -1.499428 0.197610 -1.857 0.427 0.138
C -0.084451 -1.122729 1.396826 1.745 2.745 -2.977
C 0.526022 1.189140 -1.550479 -2.013 1.708 -0.945
C -0.111387 0.766394 -0.260583 -2.529 -3.435 2.199
H -0.252972 1.778887 -2.282030 0.989 -1.805 1.413
H 0.517089 -1.742148 1.980438 0.402 -0.820 1.306
H -0.702425 1.638514 -0.107346 -0.227 1.049 1.388
```
Forces are in eV/Å.

Computed properties:
Frontier orbital gap (spin up / spin down)   7.985 / 7.979 eV
Total energy   -22659.011 eV
Total charge   0
SMILES   O=C[C@H]1OC(=S)C=[N+]1[O-]
ΔE to the lowest compared entry with this formula, charge and spin   442.22 kJ/mol